1.
Below is a cluster of 5 separate species, C5H18O6 in total in a non-equilibrium geometry, with properties calculated with the ωB97M-V functional and the def2-TZVPD basis.

Structure (ORCA input):
```
! RIJCOSX wB97M-V def2-TZVPD def2/J DEFGRID3
* xyz 0 1
C 0.61147 1.39514 1.44407
O 1.20717 2.20007 0.37357
C 0.55935 -0.03533 0.91516
C -0.65072 -0.77649 1.46271
C -0.95915 -2.20647 0.95093
C -1.00120 -2.29779 -0.54022
O -2.08343 -2.04355 -1.04205
H -0.32796 1.99223 1.62822
H 1.23583 1.72286 2.30903
H 1.43032 3.12170 0.66196
H 1.50439 -0.58692 1.01661
H 0.40169 0.03270 -0.24171
H -1.47880 -0.22638 1.11962
H -0.66566 -0.84448 2.58898
H -1.97697 -2.52351 1.29918
H -0.15464 -2.91478 1.41952
H -0.08579 -2.61629 -1.10701
H 1.94674 1.61815 -1.54128
H 1.71673 0.91092 -2.84515
O 1.78476 0.72843 -1.90579
H 3.02337 -0.09739 -1.08698
H 4.19330 0.60798 -0.69132
O 3.85356 -0.29311 -0.67866
H -4.18448 0.39903 -0.50759
H -3.64244 -0.91838 -0.01592
O -3.77967 -0.00077 0.23577
H -1.19802 0.59192 -1.98060
H -0.19763 1.56258 -1.43861
O -1.08211 1.49793 -1.80245
*
```

LUMO (eV): 0.26
E_HOMO (eV): -10.2
Relative energy (zero: lowest compared OMol25 entry of this formula, charge and spin) (kJ/mol): 148.2
SMILES: O=CCCCCO.O.O.O.O
Kohn-Sham gap (eV): 10.4
Energy (eV): -17760.581

Charges in e, computed with natural (NBO), in the same order as the atoms: atom 1 (C): -0.061, atom 2 (O): -0.794, atom 3 (C): -0.458, atom 4 (C): -0.392, atom 5 (C): -0.501, atom 6 (C): 0.437, atom 7 (O): -0.560, atom 8 (H): 0.188, atom 9 (H): 0.180, atom 10 (H): 0.479, atom 11 (H): 0.230, atom 12 (H): 0.224, atom 13 (H): 0.234, atom 14 (H): 0.207, atom 15 (H): 0.238, atom 16 (H): 0.209, atom 17 (H): 0.136, atom 18 (H): 0.500, atom 19 (H): 0.487, atom 20 (O): -0.957, atom 21 (H): 0.480, atom 22 (H): 0.450, atom 23 (O): -0.954, atom 24 (H): 0.469, atom 25 (H): 0.482, atom 26 (O): -0.952, atom 27 (H): 0.464, atom 28 (H): 0.478, atom 29 (O): -0.945

---

2.
Below is a structure of composition C5H18O7Tl in a non-equilibrium geometry, with properties calculated with the ωB97M-V functional and the def2-TZVPD basis.

Structure (ORCA input):
```
! RIJCOSX wB97M-V def2-TZVPD def2/J DEFGRID3
* xyz 1 1
Tl 1.20072 -0.32751 -0.16486
O 3.36006 -0.72315 0.09920
H 3.58011 -1.63841 -0.16234
O 2.78632 0.83225 -1.27922
H 2.61005 1.36982 -2.07576
C -1.38102 1.80786 0.06873
O -0.06225 1.36924 0.06797
H -1.80382 1.92332 1.06675
H -1.40272 2.78548 -0.41281
H -2.01827 1.16046 -0.53366
H 0.58941 1.88335 0.55029
C -0.64861 -0.21615 2.09641
C 0.45586 -0.92847 2.83918
O 1.73691 -0.63354 2.31195
O -0.75514 -0.99938 0.92347
H -0.24162 0.77624 1.90247
H -1.57615 -0.17536 2.66749
H 0.33511 -2.01110 2.87715
H 0.33820 -0.72332 3.90322
H 2.31455 -1.26471 2.74732
H -1.53353 -1.56013 0.95909
C -0.77060 0.39139 -2.47226
C -1.06372 -1.06653 -2.06845
O -0.93355 -1.18364 -0.66341
O 0.63283 0.66694 -2.19254
H -1.31517 1.15917 -1.92265
H -1.02114 0.46615 -3.53043
H -0.49478 -1.71858 -2.73121
H -2.12900 -1.17361 -2.27296
H -1.50468 -1.86603 -0.30320
H 0.71562 1.61786 -2.29503
*
```

LUMO (eV): -4.97
E_HOMO (eV): -11.4
Kohn-Sham gap (eV): 6.4
Energy (eV): -24482.463

Charges in e, computed with Mulliken, in the same order as the atoms: atom 1 (Tl): 1.483, atom 2 (O): -0.613, atom 3 (H): 0.243, atom 4 (O): -0.691, atom 5 (H): 0.212, atom 6 (C): -0.876, atom 7 (O): -0.380, atom 8 (H): 0.359, atom 9 (H): 0.367, atom 10 (H): 0.330, atom 11 (H): 0.374, atom 12 (C): -0.404, atom 13 (C): -0.813, atom 14 (O): -0.428, atom 15 (O): -0.398, atom 16 (H): 0.173, atom 17 (H): 0.583, atom 18 (H): 0.349, atom 19 (H): 0.497, atom 20 (H): 0.316, atom 21 (H): 0.272, atom 22 (C): -0.610, atom 23 (C): -0.493, atom 24 (O): -0.275, atom 25 (O): -0.541, atom 26 (H): 0.146, atom 27 (H): 0.464, atom 28 (H): 0.308, atom 29 (H): 0.440, atom 30 (H): 0.234, atom 31 (H): 0.371

---

- Among the records above, which one has the highest Kohn-Sham gap?
  C5H18O6